(1)
Formula: C9H31O6
Source: the OMol25 dataset
Level of theory: ωB97M-V/def2-TZVPD

For the energy above the lowest of the compared OMol25 structures with the same formula, charge and spin, the calculation gives 1.2534 eV.

```
! wB97M-V def2-TZVPD RIJCOSX def2/J DEFGRID3
* xyz 1 1
O -0.8409 -0.3084 0.0944
H 0.1374 -0.5514 0.0127
H -1.0130 0.6470 -0.1398
H -1.1333 -0.5089 1.0213
C 0.9342 2.2356 1.8859
C 1.5658 2.6537 0.5841
C 3.0632 2.3983 0.6088
O 0.9570 1.8116 -0.4324
H 1.2815 2.8371 2.7237
H 1.1572 1.1817 2.0676
H -0.1539 2.3345 1.8371
H 1.3571 3.7022 0.3644
H 3.5131 2.9045 1.4669
H 3.5597 2.7619 -0.2892
H 3.2250 1.3297 0.7521
H 1.1175 2.2270 -1.2853
C 0.8321 -1.3598 -2.4245
C 1.9628 -1.6477 -1.4551
C 3.1877 -0.7919 -1.7112
O 1.4637 -1.3867 -0.1154
H -0.0389 -1.9791 -2.2061
H 1.1590 -1.6161 -3.4317
H 0.5432 -0.3082 -2.3837
H 2.2276 -2.7064 -1.5212
H 3.9704 -0.9992 -0.9812
H 2.9209 0.2643 -1.6692
H 3.5925 -0.9998 -2.7035
H 2.0452 -1.8110 0.5217
C -3.4855 -2.0772 -0.6421
O -3.0831 -1.8524 0.7103
H -3.2675 -1.1681 -1.1943
H -2.9451 -2.9134 -1.0923
H -4.5558 -2.2838 -0.7096
H -3.3135 -2.6022 1.2658
C -0.6203 -2.1704 2.7935
O -0.8624 -0.7576 2.7420
H -1.2333 -2.6431 3.5622
H -0.8853 -2.5989 1.8305
H 0.4328 -2.3751 2.9987
H -0.6158 -0.4101 3.6038
C -3.3678 1.8750 -1.0221
O -1.9708 1.6169 -1.2284
H -3.6931 1.2775 -0.1774
H -3.5447 2.9325 -0.8164
H -3.9439 1.6197 -1.9139
H -1.6389 2.2163 -1.9016
*
```

=====

(2)
Formula: C9H32B2F2O5PRb3
Source: the OMol25 dataset
Level of theory: ωB97M-V/def2-TZVPD

For the energy above the lowest of the compared OMol25 structures with the same formula, charge and spin, the calculation gives 2.3786 eV.

```
! wB97M-V def2-TZVPD RIJCOSX def2/J DEFGRID3
* xyz 0 1
Rb -16.8479 20.1964 -15.0886
Rb -19.1544 24.9845 -14.8398
Rb -17.4029 23.9153 -18.7212
O -15.1215 19.8233 -17.3726
P -14.8240 21.1747 -17.9554
O -15.4466 21.7433 -19.1583
F -13.1796 21.3562 -18.0630
F -15.2116 22.1950 -16.7309
B -18.7468 22.1918 -16.5594
H -17.9002 22.8207 -16.3314
H -19.6160 22.7848 -16.7982
H -18.5600 21.4976 -17.3640
H -18.9425 21.6120 -15.6707
B -17.2221 26.2199 -16.7822
H -18.2857 26.2946 -16.9483
H -16.9538 25.1833 -16.6497
H -16.6683 26.6638 -17.5950
H -17.0333 26.7769 -15.8776
C -19.0620 18.7246 -20.2718
C -19.6218 18.6426 -18.8749
C -19.8988 17.2493 -18.4391
O -18.7989 19.2194 -18.0103
H -18.6499 19.7198 -20.4386
H -19.8127 18.3142 -20.9472
H -18.1780 18.0871 -20.2782
H -20.4921 19.2928 -18.7858
H -18.9729 16.7912 -18.0913
H -20.3488 16.7200 -19.2790
H -20.6263 17.1158 -17.6385
H -18.9440 20.1682 -17.9963
C -21.6550 23.5712 -20.7227
C -21.3733 23.7140 -19.1863
C -22.4181 23.0741 -18.2624
O -20.1851 22.9127 -19.1112
H -22.5666 24.1290 -20.9369
H -21.7490 22.5103 -20.9549
H -20.7355 23.9361 -21.1804
H -21.3930 24.7686 -18.9114
H -22.2120 22.0195 -18.0797
H -23.3616 23.1246 -18.8058
H -22.5296 23.5493 -17.2878
H -20.0856 22.6986 -18.1807
C -21.5923 20.0133 -14.4198
C -21.2666 21.3854 -13.6830
C -19.8907 21.3530 -12.8906
O -21.2446 22.5469 -14.4959
H -22.5384 19.5604 -14.1233
H -20.8796 19.2174 -14.2037
H -21.5865 20.0804 -15.5077
H -22.0302 21.6386 -12.9475
H -19.2493 20.7249 -13.5088
H -19.8896 21.0697 -11.8381
H -19.5352 22.3768 -13.0063
H -20.5448 22.1227 -14.9979
*
```

=====

(3)
Formula: C9H32N4O7
Source: the OMol25 dataset
Level of theory: ωB97M-V/def2-TZVPD

For the energy above the lowest of the compared OMol25 structures with the same formula, charge and spin, the calculation gives 2.0829 eV.

```
! wB97M-V def2-TZVPD RIJCOSX def2/J DEFGRID3
* xyz 0 1
N 4.6808 -0.7300 -2.7731
C 3.7035 -1.4764 -2.3041
N 3.7449 -1.7279 -1.0436
O 2.9955 -1.9755 -3.1235
H 5.4193 -0.2740 -2.2567
H 4.6873 -0.5898 -3.7733
H 2.8791 -2.0457 -0.6318
H 4.3874 -1.2051 -0.4657
N -3.4462 2.7952 2.3038
C -2.5498 3.3112 1.4905
N -1.7643 2.3676 1.1798
O -2.4499 4.4588 1.2006
H -3.4263 1.7929 2.4268
H -4.2456 3.3657 2.5397
H -1.0317 2.5584 0.5112
H -1.9833 1.3956 1.3452
C 3.4086 2.6215 -1.9035
C 2.1846 1.6900 -1.7440
C 2.0730 1.1036 -0.2868
O 1.0296 2.4425 -2.0205
H 3.4135 3.1179 -2.8739
H 4.3674 2.1032 -1.9190
H 3.3230 3.3931 -1.1383
H 2.3030 0.8703 -2.4527
H 2.9047 1.1935 0.4120
H 1.7506 0.0624 -0.2885
H 1.3530 1.7028 0.2706
H 1.0292 3.0699 -1.2939
C -3.1037 -3.4013 -2.1151
O -2.5982 -2.3242 -2.8865
H -3.5582 -2.9484 -1.2340
H -3.7580 -4.1230 -2.6040
H -2.2321 -3.9512 -1.7600
H -3.4504 -2.0720 -3.2494
C 0.6764 -0.8001 3.8155
O 0.7319 0.1794 2.8029
H 1.0518 -0.4645 4.7822
H -0.3805 -1.0192 3.9677
H 1.2858 -1.6634 3.5482
H 1.5270 0.7167 2.7778
C -4.5174 -0.2826 0.9273
O -3.4630 -0.2353 1.9395
H -4.9266 0.7275 0.9470
H -4.0968 -0.6345 -0.0147
H -5.2962 -0.9935 1.2035
H -2.6210 -0.3046 1.4836
C -0.3601 -2.2104 0.5006
O -0.9568 -1.0618 1.0706
H -0.9689 -2.7436 -0.2295
H 0.6352 -2.0863 0.0739
H -0.1253 -2.9630 1.2533
H -0.2359 -0.7327 1.6125
*
```

=====

(4)
Formula: C9H32NO15S
Source: the OMol25 dataset
Level of theory: ωB97M-V/def2-TZVPD

For the energy above the lowest of the compared OMol25 structures with the same formula, charge and spin, the calculation gives 2.6490 eV.

```
! wB97M-V def2-TZVPD RIJCOSX def2/J DEFGRID3
* xyz -3 1
S -2.9822 0.2675 5.1042
O -3.7796 1.3723 5.6086
O -3.5006 -0.2527 3.8606
O -1.6176 0.7822 4.9373
O -2.9893 -0.8212 6.0720
O -1.3242 0.1442 1.6154
C -2.0752 0.8276 0.6946
O -3.2640 0.5245 0.5421
O -1.5835 1.6856 -0.0903
H -2.0698 0.0859 2.2172
C 3.9365 0.4203 0.4539
O 3.0544 -0.2548 -0.4170
C 1.7420 0.3640 -0.4470
C 0.9697 -0.2629 -1.6613
N 1.6922 -0.1241 -2.9296
C 1.9910 1.2236 -3.2992
C 2.7508 1.2621 -4.6902
O 4.0690 0.6785 -4.7015
C 4.9430 1.1613 -3.6470
H 4.8664 -0.1477 0.4290
H 3.4398 0.6067 1.4060
H 4.1811 1.3848 0.0088
H 1.7688 1.4356 -0.6445
H 1.2747 0.1974 0.5235
H -0.0328 0.1636 -1.6255
H 0.8242 -1.3300 -1.4936
H 2.5903 -0.5380 -2.7244
H 2.5474 1.7176 -2.5026
H 1.0084 1.6897 -3.3722
H 2.9434 2.2844 -5.0157
H 2.0838 0.8294 -5.4358
H 4.5477 0.9104 -2.6626
H 5.1212 2.2337 -3.7266
H 5.9312 0.7561 -3.8644
C -2.5112 -1.0053 -2.7373
O -2.3091 -0.2631 -3.9308
H -3.3140 -0.6525 -2.0899
H -2.8064 -2.0428 -2.8936
H -1.7189 -1.0634 -1.9909
H -1.5427 -0.6184 -4.3869
C -1.9121 -3.1713 3.7711
O -3.0461 -3.1661 4.5674
H -1.0313 -3.0299 4.3975
H -1.9131 -4.1536 3.2986
H -1.9768 -2.3995 3.0041
H -3.0014 -2.3314 5.0394
O -1.3627 -2.7426 0.3696
H -0.5620 -3.2423 0.5290
H -1.0813 -1.8278 0.3831
O -4.0431 2.0422 -1.8370
H -3.7872 1.5155 -1.0798
H -4.8781 1.6683 -2.1183
O 0.0027 2.2838 2.9005
H -0.5256 1.6841 2.3738
H 0.6168 2.6728 2.2777
O 0.1199 -0.7217 4.0678
H 0.1075 -0.5295 3.1302
H -0.5822 -0.1831 4.4325
*
```

=====

(5)
Formula: C9H33CaN12O8
Source: the OMol25 dataset
Level of theory: ωB97M-V/def2-TZVPD

```
! wB97M-V def2-TZVPD RIJCOSX def2/J DEFGRID3
* xyz 1 1
Ca -0.1615 -0.2128 0.0616
C 1.5647 -1.6875 -4.1163
C 0.6388 -1.4153 -2.9461
O 0.8332 -0.2724 -2.1416
H 1.3462 -2.5488 -4.7476
H 2.5163 -1.9546 -3.6567
H 1.6501 -0.7350 -4.6394
H 0.6402 -2.3374 -2.3649
H -0.3395 -1.2237 -3.3869
C 0.5213 2.7088 -3.5424
O 0.6345 2.5672 -2.1374
H 0.9111 3.6840 -3.8344
H 1.1486 1.9838 -4.0610
H -0.5541 2.7075 -3.7199
H 0.6511 1.6174 -1.9986
C -1.9598 2.6565 0.8955
O -1.4428 1.7413 0.3055
N -3.2485 2.7263 1.0717
N -1.3177 3.5897 1.4814
H -3.6450 3.5651 1.4709
H -3.8524 1.9923 0.7301
H -0.3182 3.4554 1.4256
H -1.7385 4.4124 1.8891
C -1.3413 -3.3128 1.3061
O -1.0580 -2.2734 0.6506
N -0.4582 -4.0963 1.8091
N -2.5226 -3.8776 1.3643
H -0.7357 -4.9963 2.1738
H 0.5314 -3.9085 1.7352
H -3.2221 -3.5738 0.7021
H -2.8255 -4.5682 2.0363
C 2.8545 -1.6323 0.4871
O 1.6851 -1.4765 0.7908
N 3.5947 -2.4951 1.1052
N 3.4437 -1.2131 -0.5797
H 3.1397 -3.0697 1.8001
H 4.5421 -2.6173 0.7771
H 2.8509 -0.5866 -1.1052
H 4.3321 -1.5965 -0.8692
C 2.0414 2.5380 0.8285
O 1.3624 1.5530 0.5721
N 2.3696 2.9069 2.0299
N 2.4932 3.3984 -0.0222
H 2.2744 2.2193 2.7636
H 2.6199 3.8523 2.2824
H 2.1367 3.3503 -0.9659
H 3.1779 4.0788 0.2752
C 0.0057 -0.2296 3.4445
O -0.5725 -0.0905 2.3859
N 0.8726 -1.1904 3.7266
N -0.1070 0.6447 4.4125
H 1.2306 -1.8696 3.0703
H 1.2875 -1.2951 4.6414
H -0.9829 1.1463 4.3769
H 0.2250 0.4789 5.3518
C -3.2911 -0.4739 -1.6638
O -2.1841 -0.5990 -1.1510
N -3.6098 0.6395 -2.2285
N -4.2025 -1.3601 -1.7830
H -4.3404 0.6448 -2.9259
H -2.8471 1.3003 -2.2694
H -5.0956 -1.2361 -2.2381
H -4.1529 -2.1338 -1.1356
*
```

=====

(6)
Formula: C9H33N2O11
Source: the OMol25 dataset
Level of theory: ωB97M-V/def2-TZVPD

For the energy above the lowest of the compared OMol25 structures with the same formula, charge and spin, the calculation gives 0.7217 eV.

```
! wB97M-V def2-TZVPD RIJCOSX def2/J DEFGRID3
* xyz -1 1
N 2.4641 -24.0347 -31.0952
O 2.8287 -24.6334 -30.0960
O 3.2036 -23.9207 -32.0299
O 1.3760 -23.4596 -31.0527
C 8.3261 -22.2290 -35.0499
C 8.5043 -22.7436 -33.5899
C 7.2755 -22.2230 -32.8555
C 6.7508 -22.8913 -31.5980
C 6.8217 -24.3971 -31.7699
C 8.1323 -24.9823 -32.3456
N 8.4713 -24.2427 -33.5903
O 9.7151 -24.6991 -33.9633
C 9.2863 -24.9660 -31.2176
C 7.7442 -26.4498 -32.7060
C 9.7165 -21.9464 -32.9903
H 7.5542 -22.7697 -35.5974
H 9.2708 -22.3134 -35.5869
H 8.0969 -21.1716 -34.9176
H 7.3334 -21.1738 -32.5657
H 6.4282 -22.2677 -33.5397
H 5.6798 -22.6933 -31.5550
H 7.2677 -22.4946 -30.7242
H 6.0309 -24.6578 -32.4733
H 6.6276 -24.8276 -30.7875
H 9.0719 -25.6351 -30.3843
H 10.2951 -25.1299 -31.5966
H 9.2744 -23.9849 -30.7429
H 7.0511 -26.5476 -33.5416
H 8.7386 -26.8370 -32.9280
H 7.2787 -27.0150 -31.8986
H 9.9789 -22.0912 -31.9423
H 9.4085 -20.9123 -33.1447
H 10.6129 -22.0243 -33.6055
H 9.6338 -24.6770 -34.9196
O 4.3671 -26.3116 -33.9546
H 4.0667 -25.7629 -33.2301
H 5.1091 -25.8341 -34.3257
O -0.9727 -22.5887 -31.6390
H -0.2381 -23.1035 -31.3050
H -0.8732 -22.6179 -32.5906
O 3.8923 -27.1304 -29.6080
H 4.3722 -27.4793 -28.8568
H 3.8654 -26.1855 -29.4578
O 1.1048 -24.3846 -27.6609
H 1.2572 -24.6622 -28.5642
H 0.2016 -24.0678 -27.6564
O 1.3712 -27.2219 -30.6153
H 1.4356 -26.2896 -30.8225
H 2.2388 -27.4548 -30.2850
O 4.5891 -22.5446 -28.4301
H 4.3745 -21.6166 -28.5249
H 3.8655 -23.0031 -28.8571
O 3.2123 -22.8164 -34.5112
H 3.5697 -23.6177 -34.8939
H 3.3686 -22.9088 -33.5714
*
```

=====

(7)
Formula: C9H34N15O8S
Source: the OMol25 dataset
Level of theory: ωB97M-V/def2-TZVPD

```
! wB97M-V def2-TZVPD RIJCOSX def2/J DEFGRID3
* xyz 1 1
N 1.3418 -0.2050 -0.8338
S 0.4404 0.9307 0.0244
C 0.9277 0.8686 1.7556
C 1.6919 2.1353 2.1525
O 2.5607 2.5726 1.4511
H 1.6012 -0.9579 -0.1835
H 2.2038 0.2080 -1.1848
H 0.9339 2.0964 -0.4781
H 0.0164 0.7252 2.3330
H 1.6039 0.0176 1.8602
H 1.3964 2.6071 3.1009
C -2.7626 2.8878 1.2483
O -1.9314 2.6786 2.1393
N -4.0958 2.7643 1.4237
N -2.3728 3.2609 0.0025
H -4.7518 2.9344 0.6783
H -4.4388 2.4901 2.3251
H -1.3898 3.3749 -0.1586
H -3.0104 3.4357 -0.7567
C 0.8155 -3.8804 -0.6644
O 1.1881 -3.3525 0.3863
N 0.6608 -5.2045 -0.8377
N 0.5566 -3.0505 -1.7311
H 0.3577 -5.5981 -1.7090
H 0.8569 -5.8311 -0.0619
H 0.7295 -2.1174 -1.4208
H 0.2420 -3.3006 -2.6481
C 1.4883 3.8106 -2.9253
O 0.5787 3.4202 -2.1862
N 1.4520 3.5985 -4.2629
N 2.5686 4.4768 -2.4471
H 2.1676 3.9152 -4.8905
H 0.6540 3.1182 -4.6365
H 2.6064 4.6663 -1.4622
H 3.3118 4.8105 -3.0326
C -5.4210 5.1141 -1.9009
O -5.4972 3.8954 -1.8145
N -4.2618 5.7398 -2.2672
N -6.4658 5.9439 -1.6414
H -4.1650 6.7348 -2.3409
H -3.4761 5.1600 -2.4916
H -7.3385 5.5225 -1.3812
H -6.4071 6.9423 -1.7059
C 1.9467 -8.2211 1.4646
O 1.5696 -7.1431 1.0184
N 1.2842 -9.3818 1.2133
N 3.0559 -8.3204 2.2446
H 1.5766 -10.2711 1.5717
H 0.4590 -9.3325 0.6462
H 3.5537 -7.4739 2.4472
H 3.3865 -9.1865 2.6257
C 4.5739 -4.7503 -3.7939
O 5.6165 -5.0551 -4.3355
N 4.2871 -5.0655 -2.4949
N 3.5844 -4.0533 -4.4465
H 3.4234 -4.8223 -2.0456
H 4.9795 -5.5745 -1.9784
H 3.7522 -3.8113 -5.4048
H 2.7196 -3.7946 -4.0123
C -2.4824 3.1946 6.3868
O -3.3399 2.8057 7.1556
N -2.5352 2.9497 5.0417
N -1.3920 3.9112 6.8086
H -1.8492 3.2408 4.3712
H -3.3267 2.4338 4.7100
H -1.3281 4.1093 7.7895
H -0.6818 4.2531 6.1911
*
```

=====

(8)
Formula: C9H34O12
Source: the OMol25 dataset
Level of theory: ωB97M-V/def2-TZVPD

For the energy above the lowest of the compared OMol25 structures with the same formula, charge and spin, the calculation gives 4.6777 eV.

```
! wB97M-V def2-TZVPD RIJCOSX def2/J DEFGRID3
* xyz 0 1
O -3.0507 -1.4679 1.0501
C -3.5748 -0.6530 0.3391
O -2.9540 0.3897 -0.2408
O -4.8684 -0.7989 -0.0194
O -5.5271 0.4512 -0.2486
H -2.3904 0.8367 0.4126
H -5.4340 0.9337 0.5922
C 0.7386 -1.3005 1.7793
O -0.2859 -0.3037 1.7084
H 1.6963 -0.8027 1.8735
H 0.5883 -1.9464 2.6485
H 0.7463 -1.8960 0.8703
H -1.1107 -0.7900 1.6073
C 4.0695 -1.4453 0.0494
O 2.8594 -1.9357 -0.5205
H 4.2286 -1.9434 1.0027
H 4.9201 -1.6603 -0.6027
H 4.0054 -0.3685 0.2242
H 2.7398 -1.4796 -1.3596
C -6.3362 4.1282 1.1157
O -6.2155 2.8972 0.4088
H -5.5850 4.1254 1.8999
H -6.1668 4.9821 0.4557
H -7.3223 4.2188 1.5773
H -6.8735 2.8761 -0.2917
C 4.8165 -1.7904 -4.0215
O 3.7922 -0.7930 -4.0752
H 5.7702 -1.2877 -3.9232
H 4.6630 -2.4451 -3.1582
H 4.8219 -2.3865 -4.9357
H 2.9479 -1.2415 -4.1735
C -7.5173 2.5020 4.5542
O -6.1565 2.4257 4.1439
H -8.1062 2.7352 3.6705
H -7.8649 1.5510 4.9648
H -7.6680 3.2906 5.2958
H -5.6246 2.2174 4.9169
C 1.9363 2.6290 3.2278
O 2.2594 1.3899 2.6134
H 2.7403 2.8693 3.9198
H 1.8564 3.4339 2.4917
H 0.9991 2.5613 3.7872
H 1.5451 1.1816 2.0005
C 8.6667 -0.2266 -6.0840
O 7.4260 -0.4870 -5.4373
H 9.0052 -1.1651 -6.5155
H 8.5531 0.5068 -6.8861
H 9.4215 0.1258 -5.3764
H 7.1125 0.3355 -5.0496
C -0.4042 -4.2234 -0.5700
O -1.6468 -4.5423 0.0469
H -0.0258 -5.1340 -1.0282
H -0.5392 -3.4642 -1.3462
H 0.3233 -3.8722 0.1634
H -2.0002 -3.7431 0.4520
*
```

=====

Number 1: E_HOMO -13.39 eV, orbital gap 11.2 eV. Number 2: E_HOMO -9.58 eV, orbital gap 8.9 eV. Number 3: E_HOMO -9.40 eV, orbital gap 9.5 eV. Number 4: E_HOMO 1.72 eV, orbital gap 3.5 eV. Number 5: E_HOMO -9.14 eV, orbital gap 7.2 eV. Number 6: E_HOMO -6.62 eV, orbital gap 9.0 eV. Number 7: E_HOMO -11.32 eV, orbital gap 8.2 eV. Number 8: E_HOMO -9.91 eV, orbital gap 10.2 eV.